17
Properties=species:S:1:pos:R:3 method="wB97M-V/def2-TZVPD" largest_force_ev_per_a=4.636 relative_energy_ev=5.3398 total_energy_ev=-9796.1271 homo_ev=-8.21 orbital_gap_ha=0.3358 e_lumo_ha=0.0339 charge=0
C 1.51834 2.54533 1.28372
C 1.02553 -0.66892 0.84379
C -0.70994 0.32110 -0.92423
C -1.60236 -0.88747 -1.29928
C -0.75413 -1.87853 -0.42337
H 2.07088 2.59792 2.54897
H 1.18125 3.39700 0.57792
H 1.16030 -1.62193 1.18287
H 0.02063 0.44924 -1.78078
H -1.10381 1.25053 -0.52847
H -2.53081 -0.75532 -0.55200
H -1.74584 -0.75585 -2.37076
H -0.02345 -2.50641 -0.91996
H -1.26229 -2.57349 0.36233
N 1.16454 1.45795 0.68035
N 1.74703 0.30937 1.17434
N -0.15586 -0.68053 0.14457